Below is C29H36N4P2Pt as an isolated structure at a distorted geometry, with properties calculated with ωB97M-V with the def2-TZVPD basis set.

The geometry in XYZ format:
```
72
Properties=species:S:1:pos:R:3:forces:R:3
Pt -0.230 -0.449 -0.036 1.2 0.3 1.5
C 1.324 0.967 2.301 0.4 0.1 0.3
C 0.234 0.824 3.340 -0.1 0.0 -0.1
C -1.188 0.782 2.847 0.4 0.1 0.2
C -2.187 1.220 3.720 0.0 -0.2 -0.3
C -3.517 1.150 3.354 -0.1 0.1 0.1
C -3.846 0.638 2.102 0.1 -0.1 0.0
C -2.825 0.221 1.281 -0.4 -0.2 0.2
N -1.521 0.303 1.638 -0.3 -0.3 -1.7
N 1.543 -0.234 1.488 -0.4 -0.1 0.3
C 2.631 -0.018 0.518 0.2 0.1 0.1
C 2.706 -1.207 -0.378 0.3 0.1 -0.2
C 3.892 -1.717 -0.875 -0.2 -0.2 0.0
C 3.851 -2.878 -1.640 0.1 0.0 0.0
C 2.639 -3.523 -1.849 -0.1 0.1 0.2
C 1.486 -2.946 -1.346 -0.1 -0.4 0.1
N 1.531 -1.801 -0.658 -1.3 1.5 -0.1
C 1.709 -1.465 2.289 0.1 0.2 -0.1
C 0.485 -2.360 2.299 0.0 0.1 -0.1
C 0.350 -3.368 3.241 0.0 0.0 0.0
C -0.742 -4.220 3.172 0.0 -0.1 0.1
C -1.681 -4.055 2.160 0.1 0.1 0.0
C -1.489 -3.030 1.255 -0.2 -0.2 0.0
N -0.431 -2.210 1.339 0.1 0.3 -0.7
H 2.251 1.222 2.829 0.0 0.0 0.0
H 1.096 1.792 1.626 0.2 -0.1 0.1
H 0.329 1.673 4.017 -0.1 0.0 0.1
H 0.389 -0.060 3.965 0.0 0.1 0.0
H -1.898 1.605 4.690 0.0 0.0 0.0
H -4.291 1.482 4.037 0.0 0.0 0.0
H -4.877 0.559 1.778 0.0 0.0 0.0
H -3.039 -0.220 0.317 0.0 0.1 0.0
H 3.583 0.155 1.029 0.0 0.0 0.0
H 2.413 0.876 -0.073 0.0 0.1 0.1
H 4.833 -1.227 -0.655 0.0 0.0 0.0
H 4.768 -3.291 -2.043 0.0 0.0 0.0
H 2.581 -4.457 -2.391 0.0 0.0 0.0
H 0.518 -3.414 -1.477 0.0 0.1 0.0
H 1.997 -1.208 3.309 0.0 -0.1 0.0
H 2.531 -2.054 1.881 0.1 0.0 0.0
H 1.102 -3.488 4.012 0.0 0.0 0.0
H -0.861 -5.011 3.903 0.0 0.0 0.0
H -2.542 -4.703 2.069 0.0 0.0 0.0
H -2.189 -2.864 0.447 0.0 0.0 0.0
C -2.744 2.505 -0.920 0.0 -0.4 0.3
P -0.987 2.222 -0.564 0.3 -0.4 -0.2
C -0.588 3.409 0.736 0.2 -0.4 0.3
C -0.064 2.627 -2.028 0.0 0.6 0.9
C 0.267 3.946 -2.321 -0.1 0.1 -0.3
C 0.940 4.211 -3.515 -0.1 0.0 0.2
C 1.332 3.166 -4.337 0.0 -0.1 0.0
C 1.001 1.848 -4.016 -0.1 0.0 -0.1
C 0.276 1.591 -2.856 0.6 -0.8 -0.3
P -0.297 -0.065 -2.401 -1.2 -0.1 -0.8
C 0.605 -1.193 -3.486 0.2 -0.3 0.4
C -1.988 -0.247 -3.050 0.2 -0.2 0.0
H -2.837 3.580 -1.110 0.1 0.0 0.0
H -3.364 2.249 -0.063 0.0 0.1 0.0
H -3.090 1.969 -1.797 0.0 0.1 0.0
H -1.119 4.343 0.530 0.0 -0.1 -0.2
H 0.482 3.600 0.801 0.0 0.0 -0.1
H -0.945 3.041 1.694 -0.1 0.1 0.1
H 0.000 4.764 -1.663 0.0 0.0 0.0
H 1.156 5.236 -3.785 0.1 0.0 0.0
H 1.916 3.365 -5.227 -0.1 0.0 0.0
H 1.302 1.051 -4.682 0.1 0.0 0.0
H 1.685 -1.121 -3.364 0.0 0.1 -0.1
H 0.325 -0.964 -4.516 -0.1 0.1 0.0
H 0.291 -2.216 -3.282 -0.1 0.1 -0.2
H -2.017 0.195 -4.049 0.0 0.0 0.0
H -2.747 0.208 -2.424 0.0 0.0 0.0
H -2.211 -1.313 -3.136 0.0 0.0 0.0
```
Positions in Å, forces in eV/Å.

Results
relative energy (zero: lowest compared OMol25 entry of this formula, charge and spin)	32.9	kJ/mol
LUMO (spin up / spin down)	-14.248 / -14.254	eV
E	-2146.23783	hartree
F_max	1.991	eV/Å
M	697.7	Da
highest occupied orbital energy (spin up / spin down)	-20.4900 / -20.4825	eV
orbital gap (spin up / spin down)	6.242 / 6.229	eV
total charge	+4


Below is C29H36N6O3Ti as an isolated structure, with properties calculated with ωB97M-V with the def2-TZVPD basis set.

The geometry in XYZ format:
```
75
Properties=species:S:1:pos:R:3:forces:R:3
Ti 0.752 -0.821 -0.379 -0.3 0.1 0.3
C 4.371 5.216 -2.012 0.0 0.0 0.0
C 3.393 4.133 -1.658 0.0 -0.1 0.0
C 2.047 4.378 -1.485 0.0 0.0 0.0
C 1.148 3.350 -1.137 -0.2 0.1 0.0
C -0.259 3.498 -0.985 0.1 0.0 0.0
N -1.029 4.488 -1.304 -0.2 0.0 0.0
C -2.500 4.459 -1.069 0.3 0.1 0.0
C -3.177 3.276 -1.783 0.0 0.0 -0.1
C -4.328 2.648 -0.981 -0.1 -0.2 0.0
N -4.466 1.196 -1.263 -0.1 0.2 0.0
C -3.532 0.354 -0.945 0.0 -0.1 0.0
C -3.438 -1.043 -1.165 -0.1 0.1 0.0
C -4.476 -1.876 -1.637 0.0 0.0 0.0
C -4.270 -3.212 -1.901 0.1 0.0 0.0
C -5.370 -4.117 -2.381 0.0 0.1 0.0
C -2.966 -3.708 -1.723 -0.1 -0.1 0.0
C -1.905 -2.931 -1.276 0.1 -0.1 0.0
C -0.570 -3.512 -1.207 -0.1 0.1 0.0
N 0.528 -2.898 -0.936 0.2 0.1 0.0
C 1.761 -3.725 -0.906 -0.2 0.1 0.1
C 2.951 -3.066 -1.588 0.1 0.0 -0.1
C 3.629 -1.942 -0.816 -0.1 0.2 0.1
N 2.857 -0.674 -0.834 0.1 -0.2 -0.1
C 3.519 0.397 -1.086 -0.2 0.2 0.0
C 2.983 1.756 -1.163 0.1 -0.1 0.0
C 3.828 2.806 -1.500 0.1 0.1 0.0
C 1.619 2.029 -0.958 0.1 -0.2 -0.1
O 0.788 1.064 -0.665 0.0 -0.1 0.1
C -2.144 -1.580 -0.950 0.2 -0.1 -0.1
O -1.171 -0.830 -0.529 0.1 0.0 0.1
H 3.876 6.181 -2.106 0.0 0.0 0.0
H 4.863 4.997 -2.960 0.0 0.0 0.0
H 5.144 5.308 -1.249 0.0 0.0 0.0
H 1.690 5.396 -1.603 0.0 0.0 0.0
H -0.770 2.637 -0.569 0.0 0.0 0.0
H -0.637 5.325 -1.719 0.0 0.0 0.0
H -2.876 5.416 -1.418 -0.1 0.0 0.0
H -2.653 4.431 0.010 0.0 -0.1 0.0
H -2.430 2.505 -1.982 0.0 0.0 0.1
H -3.536 3.593 -2.762 0.0 0.0 0.0
H -5.288 3.099 -1.217 0.0 0.1 0.0
H -4.181 2.756 0.095 0.1 0.0 0.0
H -5.309 0.882 -1.728 0.0 0.0 0.0
H -2.664 0.803 -0.472 0.0 0.0 0.0
H -5.472 -1.470 -1.781 0.0 0.0 0.0
H -6.311 -3.577 -2.468 0.0 0.0 0.0
H -5.521 -4.946 -1.690 0.0 0.0 0.0
H -5.129 -4.535 -3.359 0.0 0.0 0.0
H -2.777 -4.751 -1.960 0.0 0.0 0.0
H -0.517 -4.578 -1.434 0.0 0.0 0.0
H 1.550 -4.687 -1.375 0.0 0.0 0.0
H 1.992 -3.916 0.145 0.0 0.0 0.0
H 2.680 -2.726 -2.591 0.0 0.0 0.0
H 3.702 -3.845 -1.731 0.0 0.0 0.0
H 4.620 -1.753 -1.229 0.0 -0.1 0.0
H 3.753 -2.227 0.232 0.0 0.0 0.0
H 4.589 0.314 -1.281 0.0 0.0 0.0
H 4.880 2.591 -1.658 0.0 0.0 0.0
N 1.152 -1.174 1.614 0.0 0.1 0.0
C 1.266 -1.082 2.773 0.0 -0.1 0.1
N 1.382 -1.015 4.048 0.1 0.0 0.0
C 0.230 -0.686 4.932 0.1 0.0 -0.1
C 0.221 -1.675 6.084 0.0 0.0 0.1
O 1.470 -1.672 6.738 0.0 0.0 0.0
C 2.496 -2.152 5.896 0.0 0.0 0.1
C 2.698 -1.208 4.726 -0.1 0.0 -0.1
H -0.684 -0.742 4.343 0.0 0.0 0.0
H 0.373 0.331 5.297 0.0 0.0 0.0
H -0.019 -2.682 5.722 0.0 0.0 0.0
H -0.530 -1.380 6.814 0.0 0.0 0.0
H 2.256 -3.162 5.541 0.0 0.0 0.0
H 3.407 -2.201 6.489 0.0 0.0 0.0
H 3.404 -1.607 4.000 0.0 0.0 0.0
H 3.037 -0.230 5.068 0.0 0.0 0.0
```
Positions in Å, forces in eV/Å.

Results
LUMO (spin up / spin down)	-8.788 / -8.768	eV
E	-2529.64384	hartree
F_max	0.438	eV/Å
M	564.5	Da
highest occupied orbital energy (spin up / spin down)	-15.8914 / -16.2380	eV
orbital gap (spin up / spin down)	7.103 / 7.470	eV
multiplicity	2
total charge	+3


Below is C29H36N8Sc as an isolated structure at a distorted geometry, with properties calculated with ωB97M-V with the def2-TZVPD basis set.

The geometry in XYZ format:
```
74
Properties=species:S:1:pos:R:3:forces:R:3
Sc 0.380 -1.421 0.082 1.2 1.4 2.0
N 0.146 -0.063 2.344 0.9 4.3 2.7
N -0.580 2.892 2.019 -0.3 0.7 -1.6
C -0.548 -1.515 -2.231 -0.6 -0.7 0.7
C -1.551 -0.961 -1.369 0.1 -1.5 -0.3
C -1.918 -1.968 -0.421 0.6 -0.3 -0.6
C -2.905 -1.821 0.675 -0.3 0.1 0.5
H -3.662 -1.067 0.430 0.0 -0.2 0.0
H -2.394 -1.505 1.601 -0.2 -0.1 -0.1
H -3.398 -2.777 0.889 -0.1 0.2 -0.1
C -1.103 -3.128 -0.665 -0.2 1.2 -0.5
C -1.095 -4.366 0.152 0.3 -0.4 0.5
H -2.073 -4.522 0.625 0.1 -0.1 -0.2
H -0.351 -4.316 0.968 -0.2 0.0 -0.2
H -0.840 -5.234 -0.466 -0.2 0.0 0.1
C -0.236 -2.833 -1.768 -1.2 0.7 0.2
C 0.771 -3.763 -2.342 0.4 -0.2 -0.1
H 1.760 -3.648 -1.869 -0.1 -0.1 -0.1
H 0.907 -3.581 -3.415 0.0 -0.1 0.1
H 0.465 -4.805 -2.182 0.1 0.2 -0.2
C -2.218 0.358 -1.523 -0.1 0.6 0.1
H -3.259 0.317 -1.176 0.2 0.0 -0.1
H -2.218 0.689 -2.570 0.0 0.0 0.2
H -1.708 1.139 -0.938 -0.3 -0.1 -0.3
C -0.083 -0.916 -3.506 0.4 0.2 -0.4
H 1.012 -0.904 -3.567 -0.2 0.1 -0.1
H -0.429 0.120 -3.601 0.2 -0.2 0.0
H -0.446 -1.479 -4.383 0.0 0.1 0.2
C 1.280 -0.295 3.262 0.0 0.0 0.9
H 1.936 0.588 3.229 0.1 -0.2 0.0
C 0.928 -0.761 4.658 -1.1 0.5 1.1
H 1.695 -1.282 5.237 -0.4 0.0 -0.3
C -0.360 -0.649 5.122 1.9 -0.6 -0.3
H -0.655 -1.161 6.046 0.1 0.3 -0.3
C -1.253 0.185 4.436 -1.4 1.0 -1.6
H -2.216 0.451 4.883 0.4 0.2 -0.1
C -0.828 0.858 3.247 0.0 -2.0 2.1
C -0.945 2.254 3.204 0.2 -1.4 -0.5
H -1.315 2.864 4.028 0.2 -0.3 -0.4
C -0.326 2.219 0.884 -0.5 0.5 0.3
C -0.409 4.266 1.745 -0.2 -1.3 0.9
H -0.612 5.016 2.481 0.1 0.0 0.2
C 0.011 4.378 0.481 0.6 -1.0 -1.3
H 0.310 5.241 -0.085 0.0 -0.1 0.1
N 0.089 3.079 -0.060 -0.5 1.0 0.6
C 0.548 2.689 -1.344 0.5 -0.2 -0.9
C 0.142 3.416 -2.466 0.5 -0.5 0.0
C 0.767 3.161 -3.692 -0.1 0.0 0.0
H 0.485 3.752 -4.564 0.0 -0.1 0.1
C 1.743 2.170 -3.812 0.0 -0.3 0.7
C 2.475 1.946 -5.101 0.1 0.0 -0.2
H 2.448 0.888 -5.388 0.0 0.2 0.0
H 3.530 2.234 -5.010 -0.2 0.0 0.0
H 2.030 2.542 -5.900 0.1 -0.1 0.0
C 2.041 1.366 -2.711 -0.4 0.6 -0.2
H 2.804 0.583 -2.816 -0.4 0.3 0.1
C 1.415 1.559 -1.453 0.5 -0.3 0.2
C 1.661 0.628 -0.358 0.4 0.0 -0.4
H -0.520 1.163 0.718 0.4 0.7 0.3
H 1.854 1.113 0.610 -0.2 -0.4 -0.2
H 2.483 -0.077 -0.600 0.0 0.5 0.0
C -0.966 4.416 -2.400 -0.3 0.5 -0.3
H -0.645 5.364 -1.949 -0.2 -0.1 -0.1
H -1.853 4.052 -1.861 0.4 0.0 0.0
H -1.284 4.641 -3.425 0.0 0.0 0.2
N 2.814 -2.206 3.164 1.4 -1.5 0.3
N 1.833 -1.433 2.576 3.0 3.2 -1.5
N 0.451 -3.768 4.262 -2.1 -0.9 -0.4
C -0.620 -3.954 3.856 0.8 -0.1 0.8
N -0.283 -1.334 2.077 -3.7 -2.0 -0.9
N 0.820 -2.141 2.053 -1.4 -2.6 -2.1
H 2.411 -3.080 3.520 -0.1 0.6 0.4
H 3.300 -1.684 3.886 -0.2 -0.1 0.0
H -1.644 -4.182 3.535 1.1 0.5 0.1
```
Positions in Å, forces in eV/Å.

Results
relative energy (zero: lowest compared OMol25 entry of this formula, charge and spin)	527.9	kJ/mol
LUMO	2.613	eV
E	-2325.17330	hartree
F_max	5.153	eV/Å
M	541.6	Da
highest occupied orbital energy	-1.3232	eV
orbital gap	3.936	eV
total charge	-1